Entry 1:
The following is a quantum chemistry calculation of 2 unconnected molecules or ions with the total composition C4H14N at a distorted geometry, from OMol25.

Properties
- ⟨S²⟩: 0.751
- LUMO level (alpha / beta): 0.037 / 0.027 Ha
- Orbital gap (alpha / beta): 4.8686 / 12.1161 eV
- Highest occupied orbital energy (alpha / beta): -3.85 / -11.39 eV
- Energy: -215.3484 hartree

```
! wB97M-V def2-TZVPD RIJCOSX def2/J DEFGRID3
* xyz 0 2
C -0.335 -1.622 1.967
C -0.985 -0.848 0.831
N 0.684 -0.624 2.719
H -0.659 -2.055 3.003
H 0.476 -2.254 1.665
H -2.060 -1.134 0.570
H -0.601 -1.014 -0.278
H 0.108 -0.088 3.427
H 1.438 -1.173 3.130
H 1.068 0.222 2.016
H -0.964 0.264 0.823
C -0.481 1.077 -2.666
C 0.868 1.463 -2.232
H -0.974 1.786 -3.379
H -0.289 0.195 -3.206
H -1.169 0.970 -1.804
H 1.118 2.498 -2.592
H 1.546 0.856 -2.778
H 1.211 1.483 -1.216
*
```

=====

Entry 2:
The following is a quantum chemistry calculation of a molecular structure, C4H8N2O3 at a distorted geometry, from OMol25.

Properties
- LUMO level (alpha / beta): -0.035 / -0.053 Ha
- Orbital gap (alpha / beta): 7.7320 / 7.2371 eV
- Highest occupied orbital energy (alpha / beta): -8.67 / -8.67 eV
- Energy: -492.2676 hartree

```
! wB97M-V def2-TZVPD RIJCOSX def2/J DEFGRID3
* xyz 0 1
C -0.588 -0.715 0.202
C -0.539 1.670 0.819
C -0.926 -1.726 -0.861
N -0.419 0.624 -0.209
C 1.350 -0.862 0.444
O 2.187 0.059 0.418
N 0.396 0.721 -1.217
O 1.190 1.809 -1.093
O 1.381 -1.933 0.981
H 1.883 1.388 -0.424
H -1.173 -0.800 1.109
H 0.327 1.672 1.479
H -1.438 1.459 1.393
H -0.634 2.631 0.319
H -1.981 -1.683 -1.132
H -0.693 -2.717 -0.471
H -0.321 -1.597 -1.757
*
```

=====

Entry 3:
The following is a quantum chemistry calculation of C12H20N4O7 in the gas phase, from OMol25.

Properties
- LUMO level: 0.014 Ha
- Orbital gap: 9.5272 eV
- SMILES: [H]/N=C(\N)N[C@H]1C=C(C(=O)O)O[C@@H]([C@H](O)[C@H](O)CO)[C@@H]1NC(C)=O
- Highest occupied orbital energy: -9.15 eV
- Energy: -1215.0147 hartree

```
! wB97M-V def2-TZVPD RIJCOSX def2/J DEFGRID3
* xyz 0 1
C -1.320 -3.593 -0.268
C -0.573 -2.380 0.240
O 0.337 -2.450 1.047
N -1.011 -1.227 -0.300
C -0.570 0.092 0.103
C -1.668 1.113 -0.275
N -2.912 0.909 0.425
C -3.847 0.013 -0.011
N -3.627 -0.678 -1.061
H -4.407 -1.254 -1.354
N -4.972 -0.063 0.780
H -5.179 0.708 1.393
H -5.780 -0.511 0.379
H -2.931 1.166 1.399
C -1.130 2.479 -0.013
C 0.155 2.727 -0.292
O 0.985 1.823 -0.856
C 0.774 0.441 -0.572
H 0.842 -0.087 -1.530
C 1.962 -0.007 0.322
O 2.290 0.982 1.260
H 2.475 1.799 0.774
C 3.186 -0.379 -0.551
H 3.571 0.532 -1.025
C 4.263 -1.023 0.342
H 5.212 -1.076 -0.197
O 3.920 -2.356 0.634
H 3.111 -2.371 1.164
H 4.393 -0.425 1.251
O 2.829 -1.270 -1.575
H 2.948 -2.163 -1.211
H 1.643 -0.882 0.895
C 0.766 4.046 0.005
O 0.146 5.042 0.273
O 2.104 4.002 -0.018
H 2.470 4.880 0.176
H -1.751 3.237 0.428
H -1.894 0.980 -1.342
H -0.425 0.111 1.193
H -1.864 -1.232 -0.867
H -2.341 -3.570 0.107
H -1.349 -3.590 -1.353
H -0.830 -4.495 0.086
*
```

=====

Entry 4:
The following is a quantum chemistry calculation of C4H7NO in the gas phase at a distorted geometry, from OMol25.

Properties
- LUMO level (alpha / beta): 0.019 / -0.024 Ha
- Orbital gap (alpha / beta): 9.0252 / 7.4721 eV
- Highest occupied orbital energy (alpha / beta): -8.50 / -8.12 eV
- Energy: -286.4324 hartree

```
! wB97M-V def2-TZVPD RIJCOSX def2/J DEFGRID3
* xyz 0 1
O 2.301 -0.808 0.422
N 1.352 0.187 0.558
C 0.391 0.032 -0.345
C 0.151 -0.991 -1.223
C -1.500 0.371 0.942
C -0.696 1.012 -0.087
H 2.991 -0.533 1.040
H -0.728 -0.962 -1.856
H 0.875 -1.784 -1.377
H -2.384 0.861 1.352
H -1.238 -0.606 1.327
H -1.255 1.249 -1.010
H -0.259 1.969 0.258
*
```